(1)
Below is a molecular structure, CH12Na6O9, with properties calculated with the ωB97M-V functional and the def2-TZVPD basis.

Atoms and positions in Å:
Na 8.67 1.88 -5.45
Na 7.82 2.29 -8.57
Na 7.83 4.13 -6.69
Na 8.19 4.77 -9.19
Na 10.44 4.79 -7.95
Na 9.90 3.51 -9.95
C 9.45 2.78 -7.31
O 9.13 3.60 -8.15
O 9.19 1.58 -7.48
O 9.96 3.25 -6.29
O 9.60 5.05 -5.76
H 9.41 5.53 -6.57
H 9.78 4.16 -6.06
O 9.03 3.52 -4.43
H 8.89 4.24 -5.04
H 9.69 3.85 -3.82
O 8.89 -0.18 -8.50
H 8.06 -0.64 -8.38
H 8.82 0.58 -7.91
O 10.21 1.11 -9.52
H 9.89 1.26 -8.63
H 9.96 0.21 -9.72
O 11.18 2.52 -4.52
H 10.71 2.68 -3.70
H 10.69 3.02 -5.17
O 11.12 0.96 -6.46
H 11.41 1.79 -6.06
H 10.31 1.19 -6.92

Computed properties:
**LUMO**: -18.7 eV
**Total charge**: +4
**2S+1**: 1
**Kohn-Sham gap**: 4.48 eV



(2)
Below is 5 unconnected molecules or ions with the total composition CH12O5, with properties calculated with the ωB97M-V functional and the def2-TZVPD basis.

Atoms and positions in Å:
C 2.07 -0.07 1.11
O 1.98 0.24 -0.28
H 1.94 0.87 1.65
H 1.31 -0.77 1.44
H 3.06 -0.46 1.34
H 2.40 -0.46 -0.79
O -1.49 -0.23 -2.09
H -1.40 0.69 -1.79
H -2.17 -0.28 -2.77
O -1.14 0.58 1.44
H -1.07 -0.35 1.17
H -1.81 0.63 2.13
O -0.32 1.95 -0.93
H 0.59 1.67 -0.73
H -0.76 1.77 -0.08
O -1.30 -1.86 0.03
H -1.29 -1.39 -0.83
H -0.60 -2.52 -0.01

Computed properties:
**LUMO**: 0.6 eV
**SMILES**: CO.O.O.O.O
**2S+1**: 1
**Kohn-Sham gap**: 11.30 eV



(3)
Below is 5 unconnected molecules or ions with the total composition CH12O5, with properties calculated with the ωB97M-V functional and the def2-TZVPD basis.

Atoms and positions in Å:
C 1.41 -1.45 -0.74
O 1.08 -0.54 -1.74
H 1.70 -2.38 -1.32
H 2.24 -1.26 -0.05
H 0.53 -1.66 -0.28
H 1.65 0.15 -2.06
H 0.65 0.07 3.01
H -0.90 -0.23 2.69
O -0.01 -0.51 2.48
H -0.97 -0.43 -1.38
H -2.58 -0.66 -1.11
O -1.82 -0.09 -0.96
H 0.80 0.87 0.87
H 1.13 0.83 -0.68
O 1.50 1.15 0.23
H -2.08 1.32 0.09
H -2.08 2.85 0.27
O -2.26 1.99 0.68

Computed properties:
**LUMO (spin up / spin down)**: -3.5 / -11.0 eV
**Total charge**: +1
**2S+1**: 2
**<S²>**: 0.76
**Kohn-Sham gap (spin up / spin down)**: 12.48 / 3.70 eV



(4)
Below is 6 unconnected molecules or ions with the total composition CH12O6, with properties calculated with the ωB97M-V functional and the def2-TZVPD basis.

Atoms and positions in Å:
O -1.85 0.20 1.31
C -1.91 0.88 0.29
H -1.07 1.57 -0.06
H -2.41 0.37 -0.55
H -0.80 -2.03 -2.44
H -1.92 -2.46 -1.56
O -1.01 -2.04 -1.49
H 7.55 -0.91 0.11
H 7.12 0.52 -0.10
O 7.14 -0.34 -0.54
H 0.72 -0.14 -0.05
H 1.00 -0.05 1.44
O 0.86 0.39 0.62
H 1.45 1.87 0.17
H 2.57 2.95 0.26
O 1.63 2.83 -0.02
H -6.49 -0.57 1.31
H -5.95 -1.59 0.33
O -6.61 -1.46 0.97

Computed properties:
**LUMO (spin up / spin down)**: -7.8 / -10.5 eV
**Total charge**: +1
**2S+1**: 2
**<S²>**: 0.76
**Kohn-Sham gap (spin up / spin down)**: 5.57 / 2.84 eV



What did we get for relative energy (zero: lowest compared OMol25 entry of this formula, charge and spin)? Answer: 2846.6 0.0 167.0 121.8 kJ/mol, in the order shown.